1.
DFT (the ωB97M-V functional and the def2-TZVPD basis) results for C33H57FN2O2PrSi as an isolated structure in a non-equilibrium geometry.

Each line ends with the Mulliken charge.
Element x y z (Å)
H -2.65906 -1.27411 -0.17648  -0.060
O 0.82632 -0.52909 -5.08112  0.808
H -3.01110 1.66237 2.83406  0.314
N -0.62926 -0.16210 1.30855  1.022
C -2.37256 1.37026 1.99588  -1.765
H -2.73473 -0.26062 -1.99892  0.000
H -0.26943 0.00370 -6.78766  0.621
C -1.18102 -2.51452 0.87063  1.240
H 4.04223 -3.30133 -1.24012  0.463
C 1.26734 0.38845 -2.62438  -0.201
H -2.48774 -0.55257 -5.81843  0.457
H -3.01904 -3.00663 -0.03837  0.484
C -0.23123 -1.53355 1.25962  -0.348
C -1.95704 2.59726 -1.50362  -0.425
H -3.20572 -1.97277 1.38155  0.318
H 2.39412 -3.53734 2.02502  0.504
C 2.05791 -0.84970 2.05552  -1.695
H -2.39640 -1.31870 3.40572  0.217
H 4.60767 1.27267 -2.95297  0.338
H 3.23831 3.94585 -2.42174  0.508
C -0.40462 0.00931 -5.69842  -0.052
C 2.40280 3.31855 -2.04768  -1.416
H 2.28480 -2.23457 -7.63360  0.454
H -1.49380 4.79395 0.10393  0.223
H 1.96934 3.65903 -5.08464  0.464
H -0.62813 5.72021 -1.11533  0.462
C -2.60858 2.08463 0.80950  1.508
C 1.07099 -1.89685 1.63832  1.068
H 0.64447 -1.74900 -7.70262  0.357
H 2.74746 -1.25402 2.79968  0.519
C 0.30415 -3.97474 -3.86835  -1.525
H -1.65197 -0.85722 -4.25294  -0.189
H -4.21348 0.40966 -2.70221  0.516
C -1.41409 4.27228 -3.14078  -0.663
C -3.82454 2.93844 0.72914  -1.473
H -3.58391 3.99437 0.53845  0.254
H -2.07781 0.18490 4.28777  0.519
H -4.54899 2.62370 -0.03398  0.238
H 2.67446 -0.48506 1.22277  0.214
H -0.52672 1.05511 -5.36636  -0.208
C -1.37586 3.85683 -1.83308  1.070
H -3.86568 0.67868 -0.98748  0.422
H 2.69049 2.95929 -1.05475  0.532
H 1.19049 -2.84414 -6.44988  0.286
H 2.76356 -1.01504 -5.54557  0.081
H -1.40948 -1.91688 -5.66323  0.321
H -3.33755 1.74130 -4.47596  0.534
H 1.54444 0.01051 2.49518  0.311
H 4.42274 2.11446 -4.50038  0.359
C 3.01858 -3.26659 -1.63345  -1.295
C 3.93241 1.38116 -3.82337  -1.181
H -0.72956 -0.88448 3.86126  0.283
Pr 0.42633 1.39253 -0.44023  0.748
C -2.08705 3.49211 -4.09925  -0.882
C -0.79101 4.70414 -0.73976  -1.403
C -0.80548 -3.84070 0.89379  -0.926
C 1.81262 -0.86012 -6.10291  0.062
H -2.06838 3.78334 -5.12381  0.490
H 2.69579 -4.29985 -1.75242  0.284
C -2.78792 2.31660 -3.73321  -1.029
C 3.12585 -2.46767 -2.93144  -0.233
H -0.60461 -4.37726 -3.42440  0.457
H 0.17732 -3.76152 -4.93477  0.206
H -1.57369 -4.60459 0.62213  0.354
H 3.95198 0.41160 -4.35168  0.216
C -1.68802 -0.48671 3.51220  -1.580
H 1.25976 -0.72860 -4.13075  -0.903
C -2.71714 1.86752 -2.42274  0.926
N -1.73945 2.06173 -0.19940  0.621
C 0.64716 -2.72083 -3.11426  1.791
C 0.45487 -4.22560 1.28721  -0.891
H 0.42410 3.01478 -4.67710  -0.021
H 0.76722 -2.84323 -2.02678  0.053
C -2.58665 -2.14282 0.49349  -1.520
H 0.72875 -5.26654 1.33455  0.478
H 1.90527 0.07430 -6.70980  0.513
C -3.41296 0.60273 -1.98308  -1.190
C 1.47661 2.71446 -4.81463  -0.858
H -4.31260 2.87688 1.71102  0.516
H -0.13707 -1.94420 -3.20831  -1.109
H 0.17527 4.32626 -0.36153  0.340
C 1.43672 -1.98775 -7.02139  -1.527
O 1.91602 -2.16708 -3.62326  -0.124
C -1.51892 0.26644 2.20207  0.614
H 3.83640 -3.01624 -3.58874  0.371
H 2.40194 -2.74637 -0.89522  0.161
C -1.55431 -0.87944 -5.34080  -0.818
H 0.17672 0.52652 -2.72122  -0.012
H 1.66554 -0.13080 -1.76430  0.674
H 3.57324 -1.46210 -2.71795  0.222
F 1.66702 2.51769 0.88944  -0.698
H -0.91511 5.22595 -3.41551  0.361
H 1.51811 2.10344 -5.71589  0.252
H 1.05974 -4.76315 -3.83608  0.271
H 1.52294 3.97951 -1.99212  0.206
C 1.41824 -3.25495 1.67473  -0.731
Si 2.21274 1.87335 -3.27373  0.471

Results
* molar mass: 701.823 g mol⁻¹
* strongest force on any atom: 3.06 eV/A
* multiplicity: 3
* E: -2457.78375 Ha
* total charge: +1

***

2.
DFT (the ωB97M-V functional and the def2-TZVPD basis) results for C33H57HfNP2Si as an isolated structure in a non-equilibrium geometry.

Each line ends with the Mulliken charge.
Element x y z (Å)
H 0.83897 -1.22554 -8.89857  0.393
P 1.59488 1.39072 -1.13845  1.049
H -4.48792 1.64348 -0.45228  0.460
H -4.10053 0.45580 0.84878  0.330
C -2.85924 0.62604 -2.13559  -1.406
H -3.32148 0.58604 -3.12157  0.574
H -2.92778 1.65399 -1.77343  0.024
C -0.96298 4.65230 2.28511  -1.519
H -2.82869 -0.95037 -6.69119  0.557
C 1.64645 4.41371 3.23063  -1.227
C -1.29170 2.01162 -7.81707  -1.012
C -1.08337 -1.17000 -7.98299  -0.564
H -1.56964 -1.58429 -8.88356  0.354
H 2.67323 4.31330 3.58195  0.466
H -2.24074 4.85077 0.01630  0.503
H 1.31902 6.35986 4.14678  0.407
H 3.24595 -0.13079 1.41696  0.315
C -3.34372 2.87276 2.87497  -1.498
H -2.10729 -1.05716 3.63616  0.361
C -0.27940 1.28385 -3.24197  -0.575
C -0.41769 5.66472 3.06240  -1.041
H -0.37516 2.84722 -6.04751  0.135
H -0.80080 -2.04163 -7.37032  0.286
H 3.31806 -1.51316 0.29300  0.355
H 1.92646 0.77725 3.06080  0.389
H -2.82032 3.67286 -1.15400  0.336
H -1.04078 6.52822 3.28003  0.455
H 2.57764 -0.33384 -2.55053  0.328
H -2.67592 3.45436 3.51702  0.535
H 1.81037 -0.59532 -6.96652  0.378
H -1.05144 1.80722 -3.82271  0.624
C 0.89479 5.55700 3.53929  -0.825
C 1.13778 -3.09764 -0.54102  -1.776
C -4.21996 1.52027 0.60518  -1.243
H -0.00881 0.28454 -9.20664  0.352
C 0.92313 0.36830 3.24290  -1.426
C 0.21069 -0.45362 -8.42637  -0.972
H 3.37017 1.23302 -2.77917  0.499
H -1.99665 4.75626 1.93990  0.366
C -0.83063 -0.99029 1.88126  0.282
C 0.52438 -0.53476 2.13455  0.794
H -1.92157 -2.15509 -2.67030  0.442
H -1.69688 -3.26380 -0.61842  0.371
H 0.94122 -0.10510 4.23811  0.363
H 3.72037 0.26957 -1.34743  0.452
H 1.96635 -2.67065 -1.12838  0.370
H 1.69104 2.52587 2.20789  0.462
Si -2.73675 2.64099 1.11526  0.718
C 2.88288 -1.15396 1.23728  -1.432
Hf -0.38353 0.61040 0.30092  -0.685
C -2.06682 -0.35891 -7.19647  -0.586
H 0.35664 -3.43233 -1.23813  0.353
H -2.82071 -2.17294 0.23668  0.277
C 2.44723 2.73382 -0.29194  -1.307
H -4.31249 3.38892 2.80719  0.481
H 1.34153 2.77538 -3.11229  0.681
C -0.24767 3.47902 2.00960  1.109
H 3.04694 3.37496 -0.93616  0.556
H -5.07100 1.91376 1.19238  0.504
H -0.23478 -1.94294 -3.14582  0.363
C 2.92902 0.56305 -2.03916  -1.544
C -2.15850 0.99487 -7.14136  -0.280
H 3.09711 2.30155 0.47328  0.323
C 0.60485 -2.10340 0.43323  0.495
H -1.52988 -1.25110 -4.12910  0.352
H 0.49194 3.19220 -7.54105  0.405
H -1.01111 1.75204 -8.84483  0.358
H -3.51260 1.90034 3.35617  0.434
C 0.90958 1.28454 -6.66445  -0.557
C -2.94794 4.02636 -0.12363  -1.470
C 1.01962 0.08596 -7.28561  -0.262
H -2.13135 -3.57838 1.07316  0.373
H -1.90215 2.92624 -7.88545  0.419
C 0.61824 2.26121 -2.46584  -1.115
H 0.01691 3.04658 -1.97963  0.249
C -1.20834 -1.45336 -3.10551  -1.375
H 0.21751 1.20741 3.31354  0.200
H 1.52605 -3.99404 -0.02484  0.341
H -2.96122 -0.79815 2.09478  0.315
C -1.90793 -2.77755 0.34462  -1.509
H -2.01478 0.51200 2.85257  -0.007
H 3.29168 -1.78782 2.04494  0.367
H -2.98076 1.43688 -6.57849  0.442
C 1.08364 3.38935 2.46953  0.607
C -0.04101 2.39352 -6.99575  -0.344
H 1.70931 3.35974 0.21178  0.284
H 0.30548 0.71193 -3.97471  0.062
C 1.39206 -1.21321 1.21217  0.656
H -3.96900 4.42033 -0.01198  0.476
C -2.03724 -0.57206 2.64755  -0.632
N -0.92298 2.40079 1.29830  0.841
P -1.13744 0.06866 -2.12980  1.050
H -3.43252 -0.01741 -1.46377  0.444
C -0.76324 -1.93771 0.80088  0.735
H 1.63337 1.53046 -5.88598  0.552

Results
* molar mass: 736.350 g mol⁻¹
* strongest force on any atom: 2.42 eV/A
* multiplicity: 1
* E: -2366.11728 Ha
* total charge: +2

***

3.
DFT (the ωB97M-V functional and the def2-TZVPD basis) results for C33H57HgIN2O2Si as an isolated structure in a non-equilibrium geometry.

Each line ends with the Mulliken charge.
Element x y z (Å)
C 0.94548 -2.05161 1.93152  1.371
C -3.25402 0.65934 -2.07606  -0.783
H 1.52407 -2.86031 -7.93116  0.328
C 1.50520 2.51588 -4.71864  -0.612
H -0.88071 -0.91887 3.98014  0.242
H -2.99067 -2.86417 -0.30671  0.393
C 2.34081 4.17201 -2.18197  -0.675
H -2.27899 0.14386 4.30508  0.456
H -0.50272 -2.25827 -2.89318  -0.489
C -2.65715 1.99427 -2.39837  1.163
H -0.88966 -4.69709 -3.69291  0.381
H 2.37746 -3.65192 1.98635  0.372
C -2.70065 2.51452 -3.68848  -0.688
C 0.60734 -4.21820 0.88837  -0.665
H -2.81015 1.82174 2.93787  0.190
O 0.68334 -1.31345 -5.81894  0.170
I 3.50944 1.91686 1.29830  -0.606
C -1.96154 2.69983 -1.37251  -1.699
H 1.99627 1.79442 -5.38626  0.226
H -1.73509 -1.95092 -5.00380  0.342
H 2.60554 -3.08590 -6.50598  0.272
C -1.54682 0.24053 2.28409  0.672
C -2.48671 2.13635 0.87207  1.184
H -2.50552 -0.42704 -5.52977  0.475
H -0.25726 -3.69583 -4.97942  0.296
H 0.66943 -3.34475 -2.04378  -0.097
H 2.55030 -1.77547 3.31547  0.451
H -3.91115 0.33217 -2.89139  0.505
N -0.64043 -0.24646 1.44554  0.914
C 1.82472 -1.06921 -6.70374  -0.282
H -0.24605 0.48330 -6.16568  0.354
H 1.42989 -0.35360 -7.43556  0.518
C -2.53256 -2.13277 0.37085  -1.676
C -1.40141 3.97578 -1.66682  1.582
C -0.51087 -0.56955 -6.12772  -0.242
C -0.67323 -3.83404 0.48217  -0.742
Si 2.22866 2.47593 -2.97096  0.263
H 0.15318 4.28437 -0.18044  0.251
C -2.27646 1.42320 2.07789  -1.705
H -3.84651 0.67213 -1.14796  0.441
H 2.89954 -3.75763 -3.60157  0.350
C -0.03266 -4.07938 -3.98194  -1.509
H 2.62250 -3.25755 -1.18851  0.338
H -0.76936 -0.83205 -7.16255  0.412
H -2.14165 4.14413 -4.98902  0.388
C -0.73597 4.78115 -0.59647  -1.707
H 1.61205 3.49737 -5.21680  0.452
H 2.88442 4.12510 -1.21940  0.188
H -4.23250 2.98358 1.75016  0.484
H -2.49285 -1.37053 3.38904  0.178
H -3.43138 4.08161 0.59696  0.238
C -1.15089 -2.55496 0.76200  1.105
C -2.07627 3.73412 -3.98218  -1.244
H -3.19122 -2.03815 1.24805  0.303
C 0.33620 -2.96545 -3.02595  1.080
H -1.34454 -0.42184 -4.16073  0.003
C -3.70723 3.03649 0.79681  -1.492
C 2.78022 -2.69715 -3.30042  -0.588
H -0.93362 5.40038 -3.19525  0.348
H 3.15845 -2.18117 -7.93821  0.417
H 4.26453 1.07862 -2.36608  0.304
H 0.85468 -2.02557 -5.10702  0.363
C 1.79095 -1.17484 2.79376  -1.244
C -1.81688 -0.52124 3.56849  -1.556
C 1.39329 -3.33394 1.63244  -0.882
H 1.31156 4.51923 -1.97099  0.054
C 3.14686 -2.54427 -1.83498  -1.272
H 3.35298 0.40935 -3.75445  -0.279
H -1.31399 -4.52177 -0.07946  0.404
H 1.19994 0.48038 -2.24828  -0.166
H 0.43920 2.26915 -4.74492  -0.186
O 1.42961 -2.20742 -3.65356  0.023
H 0.79875 -4.78326 -4.05268  0.395
Hg 1.14903 1.13129 0.19131  1.081
H -2.51896 -1.15775 -0.13501  -0.027
C -0.30088 -1.60958 1.41040  -0.573
H 2.96447 -1.51708 -1.49362  0.166
H 4.21897 -2.77898 -1.78204  0.428
C -1.42556 4.44857 -2.97353  -0.293
C 3.71560 1.33976 -3.28392  -0.601
H -0.42686 5.74426 -1.02406  0.420
H 0.97426 -5.21640 0.64453  0.420
H -3.23276 1.94706 -4.45810  0.480
H 1.21010 -0.62414 3.54179  0.152
C -1.58599 -0.87541 -5.13537  -1.038
C 2.29270 -2.38347 -7.29308  -1.205
H -1.41252 4.98808 0.24292  0.353
H 4.42782 1.79682 -3.98602  0.367
C 1.09640 1.52234 -1.82780  0.072
H 2.34278 -0.42469 2.20558  -0.079
H 3.44728 -2.12076 -3.93738  0.444
H -4.38704 2.71172 -0.00574  0.232
H -2.46595 -0.10234 -1.95784  -0.285
N -1.68122 2.07978 -0.15585  0.972
H 0.03842 1.80673 -2.00068  -0.562
H 2.53599 -0.53979 -6.05171  0.139
H 2.81334 4.92753 -2.83006  0.386

Results
* molar mass: 869.411 g mol⁻¹
* strongest force on any atom: 2.77 eV/A
* multiplicity: 1
* E: -2292.12996 Ha

***

- Which of these has the highest molar mass?
  C33H57HgIN2O2Si

***

- What is the multiplicity in the third record?
  1

***

- What is the multiplicity in the first record?
  3

***

- Among the records above, which one has the highest multiplicity?
  C33H57FN2O2PrSi